1.
A molecular structure, C54H41BrCaF9NOPS2Sb2, computed with wB97M-V/def2-TZVPD.

The calculation puts the HOMO energy at -10.206 eV. The value obtained for the orbital gap is 7.4 eV. The calculation puts the lowest unoccupied orbital energy at -2.77 eV.

The geometry in ORCA input format:
```
! wB97M-V def2-TZVPD RIJCOSX def2/J DEFGRID3
* xyz 1 1
Ca 0.1929 -0.0245 -0.0970
C -3.4231 -0.3910 2.2960
C -2.7981 0.1415 3.5934
C -2.4404 1.6226 3.5332
Sb -0.9771 2.1416 2.0392
C 0.3440 3.2942 3.2285
C 1.6991 2.9844 3.2692
C 2.5620 3.7413 4.0519
C 2.0718 4.8037 4.7943
C 0.7186 5.1126 4.7605
C -0.1450 4.3608 3.9795
C -2.0103 3.7180 1.0578
C -1.3740 4.9232 0.7801
C -2.0117 5.8860 0.0103
C -3.2840 5.6498 -0.4879
C -3.9270 4.4533 -0.2093
C -3.2896 3.4878 0.5578
Sb -2.1730 -1.8399 1.2985
C -3.5698 -2.3676 -0.2148
C -3.8943 -3.6899 -0.4996
C -4.7961 -3.9820 -1.5130
C -5.3726 -2.9599 -2.2505
C -5.0475 -1.6404 -1.9773
C -4.1478 -1.3470 -0.9644
C -2.5120 -3.3783 2.7139
C -1.4773 -3.8426 3.5150
C -1.7180 -4.8124 4.4776
C -2.9953 -5.3247 4.6386
C -4.0330 -4.8635 3.8410
C -3.7940 -3.8910 2.8829
H -3.6405 0.4255 1.6013
H -4.3701 -0.8963 2.4875
H -1.9107 -0.4368 3.8790
H -3.5060 -0.0017 4.4131
H -2.0179 1.9644 4.4793
H -3.3259 2.2262 3.3234
H 2.0887 2.1462 2.7010
H 3.6159 3.4966 4.0828
H 2.7429 5.3910 5.4069
H 0.3362 5.9392 5.3449
H -1.1991 4.6115 3.9516
H -0.3782 5.1138 1.1601
H -1.5115 6.8218 -0.2031
H -3.7771 6.3999 -1.0918
H -4.9225 4.2708 -0.5919
H -3.8063 2.5563 0.7678
H -3.4497 -4.4953 0.0709
H -5.0476 -5.0132 -1.7245
H -6.0741 -3.1917 -3.0407
H -5.4928 -0.8404 -2.5544
H -3.8986 -0.3086 -0.7659
H -0.4760 -3.4452 3.3920
H -0.9078 -5.1678 5.1009
H -3.1844 -6.0839 5.3857
H -5.0310 -5.2629 3.9652
H -4.6097 -3.5393 2.2615
F -0.3448 3.9081 -6.7244
C 0.2117 3.3108 -5.6894
C 1.5130 2.8471 -5.7693
F 2.2020 3.0040 -6.8855
C 2.0850 2.2247 -4.6696
F 3.3497 1.8299 -4.7964
C 1.3936 2.0296 -3.4800
P 2.1265 1.1578 -2.0361
C 3.3182 2.3709 -1.3981
C 4.5518 2.6421 -1.9845
C 5.3799 3.6047 -1.4309
C 4.9834 4.3051 -0.2996
C 3.7531 4.0452 0.2858
C 2.9261 3.0782 -0.2624
C 3.0566 -0.2175 -2.7725
C 4.2241 -0.6789 -2.1686
C 4.7968 -1.8733 -2.5858
C 4.2033 -2.6203 -3.5930
C 3.0410 -2.1620 -4.1982
C 2.4693 -0.9696 -3.7881
C 0.0894 2.5273 -3.4235
Br -0.9504 2.5009 -1.8380
C -0.4972 3.1541 -4.5063
F -1.7354 3.6253 -4.4402
H 4.8661 2.1057 -2.8702
H 6.3389 3.8116 -1.8866
H 5.6364 5.0555 0.1254
H 3.4407 4.5837 1.1705
H 1.9643 2.8720 0.2000
H 4.6806 -0.1115 -1.3680
H 5.7173 -2.2164 -2.1287
H 4.6475 -3.5540 -3.9102
H 2.5776 -2.7377 -4.9885
H 1.5528 -0.6278 -4.2585
F 1.7734 -4.8355 -2.4257
C 0.6116 -4.2771 -1.9672
C 0.3668 -4.0974 -0.5324
F -0.9190 -4.3940 -0.0480
C 0.4942 -2.9079 -1.3835
F 1.5035 -1.9532 -1.0993
C -0.5990 -2.2160 -2.1062
O -0.8919 -1.0396 -1.9108
C -1.2111 -3.1685 -3.0180
F -2.3126 -2.9224 -3.6990
C -0.5180 -4.3188 -2.9577
F -0.8149 -5.4166 -3.5876
S 2.7938 -0.1076 1.1127
C 2.8279 -1.7652 1.4535
N 3.4519 -2.6709 0.7363
C 3.4370 -4.0555 1.1976
C 2.3097 -4.1564 2.2244
S 2.0539 -2.4588 2.8428
H 3.8475 -2.4124 -0.1585
H 4.4089 -4.2950 1.6353
H 3.2386 -4.7138 0.3518
H 2.5661 -4.8084 3.0557
H 1.3891 -4.4801 1.7454
*
```

=====

2.
A molecular structure, C54H42FGeNaP3S, computed with wB97M-V/def2-TZVPD.

The calculation puts the HOMO energy at -2.061 eV. The value obtained for the orbital gap is 4.1 eV. The calculation puts the lowest unoccupied orbital energy at 2.01 eV.

The geometry in ORCA input format:
```
! wB97M-V def2-TZVPD RIJCOSX def2/J DEFGRID3
* xyz -1 1
Na -1.0006 -0.8234 -0.7174
F 2.4313 2.1916 2.1579
Ge 1.2399 1.1985 1.2639
C 2.2244 1.3921 -0.4416
C 2.8049 2.6549 -0.6079
C 3.5714 2.9437 -1.7265
C 3.7818 1.9709 -2.6936
C 3.2223 0.7107 -2.5416
C 2.4421 0.4042 -1.4250
P 1.6558 -1.2354 -1.1822
C 1.5558 -1.9929 -2.8648
C 2.6569 -2.5330 -3.5267
C 2.5212 -3.0939 -4.7896
C 1.2749 -3.1351 -5.4059
C 0.1685 -2.6251 -4.7539
C 0.3084 -2.0612 -3.4878
C 3.0006 -2.2305 -0.4301
C 2.7295 -3.5771 -0.1677
C 3.6966 -4.3862 0.4127
C 4.9433 -3.8598 0.7375
C 5.2159 -2.5252 0.4800
C 4.2460 -1.7112 -0.0977
C 1.5566 -0.4282 2.2828
C 2.8684 -0.6378 2.7297
C 3.1681 -1.7585 3.4890
C 2.1597 -2.6629 3.8186
C 0.8577 -2.4497 3.3862
C 0.5370 -1.3371 2.6011
P -1.1574 -1.0046 1.9350
C -2.1769 -0.7694 3.4600
C -2.5854 -1.8419 4.2448
C -3.3402 -1.6254 5.3917
C -3.7099 -0.3322 5.7571
C -3.3321 0.7411 4.9630
C -2.5716 0.5180 3.8170
C -1.6939 -2.5791 1.2817
C -3.1276 -2.5957 0.7815
C -3.5317 -4.0193 0.4833
C -2.6275 -4.9580 0.1270
C -1.2071 -4.7181 0.1878
C -0.7963 -3.5624 0.8186
C -0.2480 2.4150 1.6196
C -0.1766 3.0301 2.8709
C -1.1907 3.8815 3.2993
C -2.2655 4.1450 2.4665
C -2.3262 3.5659 1.2022
C -1.3301 2.6941 0.7632
P -1.3546 1.9270 -0.9173
C -2.9766 2.4572 -1.6186
C -4.1374 1.8693 -1.1054
C -5.3840 2.2354 -1.5948
C -5.4921 3.1824 -2.6055
C -4.3453 3.7617 -3.1294
C -3.0930 3.4031 -2.6365
C -0.2170 3.0706 -1.8154
C 0.4156 2.5806 -2.9576
C 1.2553 3.3924 -3.7140
C 1.4887 4.7031 -3.3213
C 0.8823 5.1959 -2.1729
C 0.0336 4.3843 -1.4257
H 2.6480 3.4151 0.1508
H 3.9998 3.9334 -1.8465
H 4.3710 2.1961 -3.5762
H 3.3754 -0.0338 -3.3131
H 3.6258 -2.5333 -3.0409
H 3.3880 -3.5100 -5.2891
H 1.1677 -3.5861 -6.3862
H -0.8125 -2.6836 -5.2092
H -0.5848 -1.7107 -2.9860
H 1.7570 -3.9911 -0.4195
H 3.4722 -5.4255 0.6207
H 5.6965 -4.4894 1.1971
H 6.1827 -2.1085 0.7373
H 4.4626 -0.6654 -0.2816
H 3.6434 0.0842 2.4911
H 4.1867 -1.9280 3.8261
H 2.3940 -3.5453 4.4063
H 0.0815 -3.1704 3.6224
H -2.3489 -2.8504 3.9167
H -3.6540 -2.4681 5.9957
H -4.3064 -0.1675 6.6477
H -3.6380 1.7488 5.2242
H -2.2844 1.3538 3.1856
H -3.7885 -2.1574 1.5250
H -4.5961 -4.2253 0.4139
H -2.9805 -5.9299 -0.2098
H -0.4946 -5.4849 -0.0968
H 0.2617 -3.4364 1.0226
H 0.6741 2.8318 3.5141
H -1.1394 4.3297 4.2865
H -3.0606 4.8066 2.7915
H -3.1632 3.7946 0.5539
H -4.0580 1.0755 -0.3694
H -6.2702 1.7529 -1.1995
H -6.4666 3.4565 -2.9952
H -4.4183 4.4938 -3.9245
H -2.2109 3.8694 -3.0546
H 0.2517 1.5501 -3.2561
H 1.7408 2.9943 -4.5979
H 2.1532 5.3350 -3.9007
H 1.0706 6.2151 -1.8557
H -0.4332 4.7737 -0.5283
S -3.4147 -1.4591 -0.7478
*
```

=====

3.
4 unconnected molecules or ions with the total composition C54H42N2O8SSi at a distorted geometry, computed with wB97M-V/def2-TZVPD.

The calculation puts the HOMO energy at -8.825 eV. The value obtained for the orbital gap is 7.6 eV. The structure (SMILES) is CC(=O)N(C)[Si@](S)(CN)CC(=O)c1ccccc1.O=C1c2ccccc2C(=O)c2ccccc21.O=C1c2ccccc2C(=O)c2ccccc21.O=C1c2ccccc2C(=O)c2ccccc21. The calculation puts the lowest unoccupied orbital energy at -1.21 eV.

The geometry in ORCA input format:
```
! wB97M-V def2-TZVPD RIJCOSX def2/J DEFGRID3
* xyz 0 1
C 10.4723 -0.1073 1.0319
C 9.4308 -0.7768 -0.0927
O 8.8388 -0.0351 -1.0416
N 9.2263 -2.2731 -0.0159
C 9.3597 -2.9599 -1.3552
Si 7.7407 -2.7402 0.8788
S 7.0690 -1.0080 1.9781
C 8.3146 -4.0562 2.2192
N 7.2273 -4.4009 3.2119
C 6.3846 -3.6142 -0.1682
C 5.5549 -2.6416 -1.1937
O 6.1009 -2.4045 -2.4190
C 4.0897 -1.9519 -0.9183
C 2.7745 -2.6858 -0.2690
C 1.3445 -1.8324 -0.1054
C 1.1924 -0.2500 -0.5887
C 2.5264 0.4934 -1.2418
C 3.9149 -0.3745 -1.3798
H 10.5629 -0.8826 1.9076
H 9.9889 0.9128 1.3458
H 11.5189 0.0181 0.4852
H 10.4874 -2.7856 -1.7068
H 8.6998 -2.4287 -2.1891
H 9.2170 -4.1255 -1.3231
H 6.3117 -1.5016 3.0516
H 9.2611 -3.6399 2.8042
H 8.6576 -5.0744 1.7244
H 6.4406 -4.9402 2.7895
H 6.9005 -3.5788 3.7648
H 5.5829 -4.0377 0.6086
H 6.7640 -4.5813 -0.7547
H 2.8283 -3.8113 0.0786
H 0.3513 -2.3228 0.3284
H 0.2000 0.3711 -0.5221
H 2.5012 1.6183 -1.6389
H 4.8437 0.1634 -1.8612
O -1.8583 1.6633 1.8769
C -2.5244 1.2523 2.8190
C -2.2553 -0.0781 3.4017
C -1.2170 -0.8642 2.8853
C -0.9307 -2.1050 3.4564
C -1.6765 -2.5631 4.5422
C -2.7227 -1.7892 5.0469
C -3.0167 -0.5470 4.4715
C -4.1366 0.2567 5.0005
O -4.8401 -0.1794 5.9045
C -4.3932 1.5945 4.4314
C -5.4306 2.3804 4.9504
C -5.6591 3.6598 4.4417
C -4.8548 4.1572 3.4167
C -3.8295 3.3699 2.8883
C -3.6015 2.0831 3.3933
H -0.6270 -0.5108 2.0415
H -0.1212 -2.7122 3.0571
H -1.4452 -3.5245 4.9954
H -3.3040 -2.1555 5.8915
H -6.0595 2.0007 5.7539
H -6.4625 4.2701 4.8486
H -5.0267 5.1581 3.0267
H -3.2081 3.7646 2.0860
O -8.8110 5.5349 4.1805
C -9.8854 6.0540 3.9041
C -10.3617 6.0898 2.5063
C -9.5873 5.5069 1.4947
C -10.0492 5.5014 0.1778
C -11.2822 6.0745 -0.1324
C -12.0471 6.6713 0.8711
C -11.5830 6.6844 2.1920
C -12.3906 7.3338 3.2438
O -13.4372 7.9041 2.9585
C -11.9244 7.2808 4.6435
C -12.7010 7.8624 5.6545
C -12.2853 7.7879 6.9847
C -11.0968 7.1341 7.3088
C -10.3141 6.5664 6.3012
C -10.7262 6.6446 4.9644
H -8.6264 5.0528 1.7303
H -9.4488 5.0444 -0.6058
H -11.6480 6.0589 -1.1567
H -13.0063 7.1213 0.6206
H -13.6325 8.3701 5.4095
H -12.8916 8.2365 7.7686
H -10.7776 7.0677 8.3467
H -9.3860 6.0605 6.5625
O 2.8751 -2.4563 -7.6427
C 3.7389 -3.3209 -7.7242
C 3.5958 -4.4333 -8.6856
C 2.4740 -4.4860 -9.5232
C 2.3514 -5.5117 -10.4616
C 3.3455 -6.4841 -10.5676
C 4.4553 -6.4432 -9.7221
C 4.5776 -5.4193 -8.7750
C 5.7461 -5.3942 -7.8727
O 6.5808 -6.2907 -7.9141
C 5.8992 -4.2721 -6.9257
C 7.0227 -4.2196 -6.0902
C 7.1931 -3.1453 -5.2156
C 6.2454 -2.1231 -5.1730
C 5.1176 -2.1808 -5.9946
C 4.9413 -3.2608 -6.8694
H 1.6968 -3.7274 -9.4498
H 1.4819 -5.5487 -11.1143
H 3.2561 -7.2762 -11.3077
H 5.2249 -7.2086 -9.8071
H 7.7692 -5.0116 -6.1214
H 8.0681 -3.1043 -4.5705
H 6.3830 -1.2809 -4.4983
H 4.3809 -1.3801 -5.9529
*
```

=====

4.
A molecular structure, C54H44Cl2CuF12N10O24S4 at a distorted geometry, computed with wB97M-V/def2-TZVPD.

The calculation puts the HOMO energy (alpha / beta) at -9.932 / -9.932 eV. The value obtained for the orbital gap (alpha / beta) is 8.3 / 5.5 eV. The calculation puts the lowest unoccupied orbital energy (alpha / beta) at -1.64 / -4.41 eV.

The geometry in ORCA input format:
```
! wB97M-V def2-TZVPD RIJCOSX def2/J DEFGRID3
* xyz 0 2
Cu 0.7946 1.8725 2.1884
C -1.3100 0.8970 -1.2131
F -1.8223 1.2990 -2.3680
F -2.2738 0.9695 -0.2971
F -0.8973 -0.3473 -1.3857
S 0.1660 2.0365 -0.7413
O 0.6240 2.6191 -1.9708
O -0.4191 2.9721 0.2029
N 1.2043 1.1172 0.2303
S 2.2896 0.5938 -0.8264
O 1.7231 0.0309 -2.0282
O 3.3636 1.5217 -1.0232
C 3.0690 -0.8693 0.0815
F 4.3235 -1.0523 -0.2778
F 3.0459 -0.7047 1.4020
F 2.3750 -1.9686 -0.1869
C 2.9913 5.0076 0.4793
F 2.9846 4.2256 -0.5811
F 3.9908 5.8321 0.4120
F 1.8182 5.6273 0.4608
S 3.0675 3.9177 2.0411
O 3.3659 2.5755 1.6041
O 3.9570 4.5004 3.0013
N 1.3951 3.7666 2.5242
S 0.9747 4.9918 3.4471
O 0.7481 4.5521 4.8056
O 1.7604 6.1955 3.2826
C -0.7675 5.3976 2.7979
F -0.7432 5.7899 1.5384
F -1.5361 4.3151 2.8957
F -1.2689 6.3531 3.5616
Cl 0.0458 0.0516 -5.1547
C 0.4978 1.7549 -4.9601
C 0.6645 2.4856 -6.2797
Cl 2.1973 2.0558 -7.0915
H 1.4444 1.6889 -4.4311
H -0.2683 2.2612 -4.3806
H 0.6220 3.5698 -6.3078
H -0.1021 2.1053 -6.9577
C -5.9648 3.4471 0.5800
C -6.2703 2.4829 1.5161
C -5.2503 1.8517 2.2023
C -3.9167 2.2198 1.9798
C -3.6153 3.2004 1.0228
C -4.6548 3.7935 0.3213
N -2.8443 1.3656 2.4903
O -3.1564 0.4398 3.2024
O -1.7042 1.6384 2.1636
H -6.7510 3.9007 -0.0105
H -7.3080 2.2567 1.7189
H -5.4582 1.0796 2.9306
H -2.5624 3.4108 0.8957
H -4.4204 4.5231 -0.4430
C 6.5522 -3.5361 -0.4802
C 7.0297 -2.4987 0.2914
C 8.3996 -2.4561 0.5478
C 9.2508 -3.3286 -0.1240
C 8.7539 -4.3890 -0.8853
C 7.3870 -4.5289 -0.9939
N 10.6803 -3.2053 0.1257
O 11.3864 -4.1610 -0.1105
O 11.1139 -2.1336 0.5110
H 5.4715 -3.6328 -0.4750
H 6.3935 -1.7097 0.6610
H 8.8435 -1.7894 1.2740
H 9.4057 -5.0763 -1.4047
H 6.9617 -5.4040 -1.4645
C -5.0423 1.3617 -1.8874
C -5.3187 0.6636 -0.7191
C -6.3654 -0.2522 -0.7286
C -7.0696 -0.5108 -1.8944
C -6.7634 0.1839 -3.0609
C -5.7512 1.1311 -3.0390
N -8.0393 -1.6214 -1.8680
O -8.3024 -2.1359 -0.8048
O -8.5290 -1.9287 -2.9358
H -4.2169 2.0606 -1.9595
H -4.7009 0.8805 0.1404
H -6.5897 -0.8130 0.1688
H -7.2769 -0.0966 -3.9703
H -5.4323 1.4439 -4.0261
C 5.1778 2.5085 7.4319
C 4.5010 3.1799 6.4166
C 3.7795 2.5097 5.4759
C 3.7758 1.1200 5.4775
C 4.3975 0.4094 6.4984
C 5.0838 1.1258 7.4853
N 3.0810 0.4304 4.4260
O 2.2361 1.0230 3.7756
O 3.3172 -0.7409 4.2554
H 5.7382 3.0379 8.1883
H 4.5231 4.2622 6.4491
H 3.2143 3.0064 4.7020
H 4.3219 -0.6682 6.4861
H 5.5916 0.5937 8.2781
C 2.9685 -4.3913 1.6069
C 3.5012 -4.0560 2.8451
C 4.6094 -4.6821 3.3781
C 5.2183 -5.6527 2.5734
C 4.7017 -5.9891 1.3210
C 3.5565 -5.3598 0.8237
N 6.3824 -6.4145 3.0405
O 6.7405 -6.1591 4.1724
O 6.8489 -7.2803 2.3446
H 2.1713 -3.7913 1.1926
H 3.0477 -3.2416 3.3973
H 4.9813 -4.4025 4.3508
H 5.2791 -6.6933 0.7384
H 3.1364 -5.7985 -0.0709
C -3.8605 2.8367 -6.0561
C -4.6325 3.9870 -6.2349
C -4.6501 4.8958 -5.1919
C -3.8563 4.7559 -4.0475
C -3.0043 3.6688 -3.9909
C -3.0658 2.6492 -4.9472
N -3.7858 5.7906 -3.0272
O -3.3533 5.4587 -1.9483
O -4.2645 6.8749 -3.2582
H -3.9532 2.0831 -6.8308
H -5.2077 4.0247 -7.1468
H -5.2444 5.8019 -5.2383
H -2.2902 3.5450 -3.1850
H -2.4007 1.8095 -4.8145
C -2.1949 -4.6152 1.0959
C -0.9905 -4.8479 1.7284
C -0.3816 -3.8136 2.4270
C -0.9076 -2.5270 2.3438
C -2.0751 -2.2658 1.6021
C -2.6725 -3.3218 0.9551
N -0.1046 -1.4786 2.9491
O 0.4192 -1.7266 4.0059
O 0.0493 -0.4312 2.3341
H -2.5706 -5.3662 0.4098
H -0.5983 -5.8557 1.7535
H 0.5258 -4.0613 2.9586
H -2.5206 -1.2865 1.7146
H -3.6031 -3.2416 0.4043
C -3.2957 -2.6648 -4.8620
C -3.9146 -3.8943 -5.0483
C -4.5377 -4.5375 -3.9860
C -4.6042 -3.9443 -2.7311
C -4.0851 -2.6695 -2.5673
C -3.4189 -2.0364 -3.6184
N -5.3329 -4.6270 -1.6575
O -5.2436 -4.1474 -0.5427
O -6.0175 -5.5778 -1.9551
H -2.8325 -2.1055 -5.6634
H -3.7790 -4.4772 -5.9491
H -4.9270 -5.5385 -4.1061
H -4.0508 -2.1269 -1.6318
H -3.0983 -1.0164 -3.4579
*
```